{
  "formula": "C28H41GeN3NiO3",
  "method": "ωB97M-V/def2-TZVPD",
  "species": ["Ni", "C", "O", "C", "C", "C", "C", "C", "C", "N", "N", "C", "C", "C", "C", "O", "C", "N", "C", "C", "C", "C", "H", "H", "H", "H", "H", "H", "H", "H", "H", "H", "H", "H", "C", "C", "O", "C", "C", "H", "H", "H", "H", "H", "H", "H", "H", "H", "H", "C", "C", "C", "C", "Ge", "C", "C", "C", "C", "H", "H", "H", "H", "H", "H", "H", "H", "H", "H", "H", "H", "H", "H", "H", "H", "H", "H", "H"],
  "positions_angstrom": [[-1.377, 0.443, -0.893], [0.791, -8.410, 3.041], [0.913, -7.643, 4.254], [1.329, -6.394, 4.204], [1.670, -5.724, 3.005], [2.096, -4.425, 3.063], [2.189, -3.774, 4.308], [1.892, -4.460, 5.505], [1.444, -5.746, 5.451], [2.659, -2.491, 4.450], [2.880, -1.660, 3.605], [2.269, -1.182, 2.472], [3.114, -0.707, 1.476], [2.612, -0.154, 0.306], [1.248, -0.001, 0.138], [0.713, 0.578, -0.938], [0.356, -0.485, 1.156], [-0.972, -0.346, 0.913], [-1.832, -0.699, 1.845], [-1.425, -1.190, 3.098], [-0.094, -1.362, 3.348], [0.846, -1.040, 2.346], [0.410, -9.376, 3.349], [1.767, -8.527, 2.571], [0.087, -7.933, 2.360], [1.627, -6.237, 2.057], [2.397, -3.911, 2.158], [2.026, -3.950, 6.449], [1.199, -6.303, 6.345], [4.183, -0.795, 1.625], [3.287, 0.181, -0.469], [-2.882, -0.588, 1.604], [-2.169, -1.423, 3.847], [0.231, -1.719, 4.316], [-1.880, -2.381, -2.506], [-3.138, -1.858, -1.852], [-3.072, -0.434, -1.612], [-3.568, 0.358, -2.710], [-3.075, 1.766, -2.503], [-1.894, -3.471, -2.515], [-0.997, -2.057, -1.950], [-1.783, -2.041, -3.537], [-3.310, -2.319, -0.881], [-4.016, -2.044, -2.472], [-4.657, 0.305, -2.717], [-3.190, -0.051, -3.649], [-3.461, 2.200, -1.581], [-3.367, 2.406, -3.334], [-1.969, 1.802, -2.482], [0.591, 5.460, -4.056], [1.790, 4.558, -3.785], [1.544, 3.096, -4.159], [0.529, 2.398, -3.236], [1.239, 2.379, -1.443], [0.637, 3.377, 0.093], [-0.873, 3.552, 0.285], [-1.542, 4.509, -0.700], [-1.030, 5.943, -0.607], [0.814, 6.498, -3.809], [-0.288, 5.171, -3.477], [0.319, 5.422, -5.112], [2.079, 4.634, -2.723], [2.654, 4.924, -4.339], [2.486, 2.544, -4.143], [1.176, 3.048, -5.187], [0.380, 1.355, -3.524], [-0.439, 2.895, -3.263], [2.763, 2.221, -1.431], [1.141, 4.347, 0.053], [1.085, 2.846, 0.939], [-1.048, 3.923, 1.299], [-1.373, 2.573, 0.242], [-2.617, 4.502, -0.506], [-1.417, 4.138, -1.723], [-1.125, 6.323, 0.412], [-1.599, 6.604, -1.261], [0.018, 6.032, -0.901]],
  "forces_ev_per_angstrom": [[0.0680, -0.4936, -0.0227], [0.0193, 0.0628, 0.0968], [0.0073, 0.0307, -0.1069], [-0.0347, -0.1381, -0.0404], [0.0307, 0.0555, 0.0946], [-0.0292, 0.0022, -0.0642], [0.0531, 0.2549, 0.0583], [0.0197, -0.0432, 0.0528], [0.0122, 0.0371, 0.0109], [-0.0474, -0.2694, 0.0360], [-0.2812, 0.1596, -0.1789], [0.2783, -0.0912, 0.1269], [0.0412, 0.0385, -0.1006], [0.0275, 0.0533, 0.0131], [0.0337, -0.1197, 0.0331], [-0.1668, 0.2466, 0.1953], [0.0229, 0.0752, -0.1169], [-0.0770, 0.0993, 0.0291], [0.0555, -0.0594, -0.0048], [-0.1085, 0.0046, -0.0484], [0.1007, -0.0234, 0.0091], [-0.0242, -0.0921, 0.1669], [0.0011, -0.0133, 0.0091], [0.0133, -0.0078, -0.0087], [-0.0210, 0.0000, -0.0100], [-0.0133, -0.0056, -0.0154], [-0.0207, -0.0092, -0.0075], [-0.0123, 0.0069, -0.0159], [-0.0067, -0.0035, -0.0115], [-0.0062, 0.0136, -0.0116], [0.0123, -0.0027, 0.0105], [0.0010, 0.0305, 0.0210], [-0.0043, 0.0053, -0.0081], [0.0113, -0.0357, -0.0216], [0.0555, 0.0026, -0.0398], [-0.0696, 0.0406, 0.0284], [-0.0219, 0.2078, -0.1032], [-0.0052, -0.0380, -0.0428], [0.0292, 0.0706, 0.0451], [-0.0146, 0.0065, -0.0341], [-0.0054, -0.0240, 0.0307], [0.0019, 0.0155, 0.0185], [0.0416, 0.0107, 0.0372], [-0.0340, -0.0595, 0.0466], [-0.0126, 0.0097, 0.0056], [-0.0080, -0.0205, 0.0005], [-0.0390, -0.0033, -0.0047], [-0.0173, 0.0182, 0.0091], [-0.0896, -0.0864, 0.0078], [0.0365, 0.0213, -0.0228], [-0.0574, -0.0110, 0.0439], [-0.1107, -0.0160, -0.0536], [0.0530, 0.1597, -0.2019], [0.2506, -0.3208, 0.0204], [-0.1113, 0.1851, 0.0752], [0.0303, 0.0231, 0.0581], [0.0582, 0.0167, 0.0087], [-0.0003, -0.0007, -0.0044], [0.0017, -0.0154, 0.0017], [-0.0099, -0.0133, 0.0245], [0.0008, 0.0063, 0.0130], [0.0000, -0.0192, -0.0156], [-0.0043, 0.0045, -0.0202], [0.0084, -0.0103, 0.0154], [0.0225, -0.0004, -0.0018], [0.0075, -0.0100, -0.0378], [0.0725, 0.0549, -0.0776], [0.0244, 0.0757, -0.0546], [-0.0148, -0.0286, 0.0436], [-0.0212, 0.0446, 0.0580], [0.0002, -0.0099, 0.0036], [0.0099, -0.0216, -0.0072], [-0.0131, -0.0039, -0.0015], [-0.0005, 0.0103, -0.0346], [0.0038, -0.0045, -0.0102], [-0.0023, -0.0171, 0.0036], [-0.0012, -0.0188, 0.0000]],
  "mulliken_spin": [0.94, 0.00, 0.02, 0.03, 0.00, 0.02, 0.09, 0.03, -0.01, 0.15, 0.34, 0.05, 0.12, -0.06, 0.12, 0.06, 0.04, 0.05, -0.02, 0.03, -0.02, 0.02, 0.00, 0.00, 0.00, 0.00, 0.00, 0.00, 0.00, 0.00, 0.00, 0.00, 0.00, 0.00, 0.00, 0.00, 0.01, 0.00, -0.01, 0.00, 0.00, 0.00, 0.00, 0.00, 0.00, 0.00, 0.00, 0.00, 0.02, 0.00, 0.00, 0.00, 0.00, 0.01, 0.00, 0.00, 0.00, 0.00, 0.00, 0.00, 0.00, 0.00, 0.00, 0.00, 0.00, 0.00, 0.00, 0.00, 0.00, 0.00, 0.00, -0.01, 0.00, 0.00, 0.00, 0.00, 0.00],
  "relative_energy_kj_mol": 76.6,
  "gap_ev": [6.578, 5.667],
  "e_lumo_ev": [-6.9, -7.7],
  "e_homo_ev": [-13.5, -13.3],
  "total_charge": 2,
  "energy_ev": -137857.162,
  "multiplicity": 3
}

{
  "formula": "C22H58O8",
  "method": "ωB97M-V/def2-TZVPD",
  "species": ["C", "C", "C", "O", "C", "H", "H", "H", "H", "H", "H", "H", "H", "C", "C", "C", "O", "H", "H", "H", "H", "H", "H", "H", "H", "C", "C", "C", "O", "H", "H", "H", "H", "H", "H", "H", "H", "C", "C", "C", "O", "H", "H", "H", "H", "H", "H", "H", "H", "C", "C", "C", "O", "H", "H", "H", "H", "H", "H", "H", "H", "C", "C", "C", "O", "H", "H", "H", "H", "H", "H", "H", "H", "C", "C", "C", "O", "H", "H", "H", "H", "H", "H", "H", "H", "O", "H", "H"],
  "positions_angstrom": [[-10.418, 18.859, -17.278], [-11.858, 19.346, -17.465], [-11.925, 20.401, -16.361], [-10.667, 21.054, -16.387], [-9.672, 20.117, -16.766], [-10.043, 18.429, -18.204], [-10.353, 18.131, -16.466], [-12.596, 18.571, -17.279], [-11.899, 19.786, -18.463], [-12.063, 19.818, -15.439], [-12.760, 21.095, -16.450], [-9.026, 19.820, -15.940], [-9.059, 20.463, -17.605], [-13.906, 23.955, -23.987], [-14.020, 22.864, -22.917], [-13.461, 23.446, -21.601], [-15.383, 22.496, -22.757], [-12.848, 24.207, -24.115], [-14.332, 24.887, -23.599], [-14.409, 23.772, -24.933], [-13.492, 21.951, -23.190], [-14.062, 24.342, -21.413], [-12.432, 23.769, -21.740], [-13.592, 22.787, -20.745], [-15.826, 23.187, -22.252], [-10.711, 29.766, -18.709], [-9.554, 29.704, -17.715], [-9.242, 28.282, -17.299], [-8.362, 30.267, -18.296], [-11.063, 30.800, -18.707], [-11.587, 29.217, -18.349], [-10.425, 29.354, -19.672], [-9.790, 30.312, -16.837], [-9.282, 27.593, -18.147], [-9.932, 27.849, -16.572], [-8.257, 28.227, -16.831], [-8.428, 31.215, -18.145], [-6.476, 24.408, -20.539], [-5.718, 25.286, -19.539], [-4.434, 25.766, -20.206], [-6.540, 26.454, -19.356], [-7.535, 24.367, -20.271], [-6.178, 23.366, -20.396], [-6.389, 24.728, -21.573], [-5.759, 24.794, -18.565], [-3.725, 24.974, -20.474], [-3.909, 26.418, -19.503], [-4.629, 26.248, -21.160], [-6.217, 27.058, -18.683], [-7.888, 20.698, -21.300], [-9.277, 20.278, -21.757], [-9.303, 19.285, -22.921], [-9.909, 19.605, -20.658], [-7.381, 19.876, -20.785], [-8.005, 21.472, -20.531], [-7.221, 21.083, -22.071], [-9.780, 21.202, -22.070], [-9.807, 19.703, -23.797], [-9.904, 18.414, -22.668], [-8.313, 18.981, -23.259], [-9.674, 20.124, -19.877], [-13.788, 27.962, -16.675], [-13.151, 26.653, -17.044], [-12.405, 25.975, -15.888], [-14.077, 25.768, -17.677], [-14.508, 27.763, -15.870], [-14.425, 28.341, -17.478], [-13.097, 28.748, -16.383], [-12.383, 26.881, -17.804], [-11.568, 26.584, -15.558], [-12.065, 24.989, -16.213], [-13.137, 25.766, -15.102], [-13.748, 24.884, -17.480], [-10.346, 24.908, -19.583], [-9.871, 23.736, -18.763], [-9.029, 24.214, -17.554], [-10.937, 22.934, -18.308], [-9.603, 25.688, -19.771], [-11.122, 25.453, -19.027], [-10.743, 24.711, -20.580], [-9.231, 23.204, -19.487], [-8.445, 25.092, -17.826], [-8.337, 23.426, -17.240], [-9.720, 24.372, -16.725], [-10.588, 22.313, -17.632], [-11.419, 22.957, -14.383], [-11.429, 22.306, -15.102], [-10.487, 23.090, -14.186]],
  "forces_ev_per_angstrom": [[-0.2750, -0.1273, 0.7353], [0.6380, 0.4566, 0.2981], [-0.7426, -1.3592, -0.3779], [0.2535, 0.3276, 0.1714], [0.1799, -1.4038, -1.0559], [0.3125, 0.0276, 0.1177], [-0.1734, -0.2876, -0.2960], [-0.0717, -0.0135, -0.4028], [-0.5697, -0.0044, 0.0444], [0.1731, 0.4440, 0.2622], [0.3136, 0.3326, -0.0928], [0.0056, 0.4364, 0.1386], [0.0234, 0.7192, 0.3438], [0.4704, 0.4251, 0.4623], [-0.1357, 0.8461, 0.3042], [-0.6623, 0.0253, -0.6875], [-0.1542, -0.3361, 0.1101], [-0.0384, -0.1832, -0.4242], [-0.1954, -0.1347, 0.1069], [0.1877, -0.4339, -0.0217], [-0.0292, 0.0083, -0.1358], [0.1469, 0.0952, 0.2088], [0.0942, -0.1577, 0.2270], [0.2796, -0.1702, -0.0844], [0.0329, -0.0067, -0.0528], [-0.3824, 0.3438, 0.9930], [0.0054, -0.3572, -0.1488], [0.2069, -0.5172, 0.1982], [-0.2702, -0.0222, 0.1717], [0.1439, 0.0253, -0.7955], [0.1853, -0.2652, 0.0940], [0.0540, 0.3064, -0.1411], [-0.1697, -0.1534, 0.1299], [0.2626, 0.1561, -0.1370], [-0.2512, 0.4033, -0.0111], [0.0531, 0.0229, -0.1519], [0.1886, 0.0129, -0.2178], [-0.6070, -0.6040, 1.0295], [-1.1981, 0.8454, -1.4188], [0.9956, -0.7392, 1.0181], [-0.7791, 0.1366, -0.3191], [0.0037, 0.3613, -0.0861], [0.4232, 0.0447, -0.4244], [0.1587, 0.0168, -0.0122], [1.1220, -0.2793, -0.0789], [-0.1864, -0.2395, 0.3319], [0.0926, 0.2479, -0.3407], [-0.4149, 0.3771, 0.2523], [0.3450, -0.1592, 0.0409], [0.2104, -0.0131, 0.6205], [0.5928, -0.4851, -0.3851], [-0.2555, 0.2188, -0.5676], [-0.0352, 0.7165, 0.1097], [-0.0268, -0.1756, -0.2818], [0.0794, 0.1406, -0.1604], [-0.2186, 0.0257, -0.1508], [-0.4540, -0.2021, 0.3501], [0.1171, 0.1777, 0.0561], [0.2174, -0.0977, 0.2350], [0.0250, -0.1166, 0.2268], [-0.2978, -0.1168, 0.0073], [-1.5516, -0.2945, 0.2562], [1.7008, 0.0880, -0.7994], [-1.1915, -0.2745, -0.5413], [-0.0982, 0.1568, 0.6561], [0.2382, 0.2386, 0.2008], [0.2989, -0.0217, -0.2300], [0.2126, -0.1663, 0.0894], [-0.0011, 0.0143, 0.0158], [-0.0288, -0.0593, 0.2362], [0.3544, 0.1172, -0.0157], [0.2869, 0.2409, 0.3305], [-0.1690, -0.0582, -0.2295], [-1.0940, 1.4300, 0.1599], [1.1853, 0.4971, -0.2974], [-0.1567, -0.6718, -0.5914], [0.0176, -0.2723, -0.1531], [0.5007, -0.4243, 0.2717], [-0.1449, -0.1795, -0.0820], [-0.1415, -0.5879, 0.1974], [0.0751, -0.5259, 0.4613], [-0.0446, 0.1154, 0.2473], [0.0127, -0.0067, -0.0015], [0.0855, 0.4491, 0.0214], [-0.4481, 0.3935, -0.3479], [-0.1924, -0.0808, -0.0999], [0.3299, 0.3809, 0.3766], [-0.0357, -0.0603, -0.0661]],
  "lowdin_charge": [-0.15, -0.14, -0.19, -0.21, -0.17, 0.10, 0.11, 0.12, 0.11, 0.13, 0.14, 0.12, 0.11, -0.07, -0.48, -0.05, -0.06, 0.08, 0.08, 0.08, 0.13, 0.08, 0.06, 0.08, 0.09, -0.05, -0.48, -0.05, -0.06, 0.08, 0.06, 0.09, 0.13, 0.07, 0.06, 0.08, 0.08, -0.05, -0.46, -0.06, -0.08, 0.05, 0.08, 0.08, 0.13, 0.08, 0.08, 0.08, 0.08, -0.06, -0.47, -0.04, -0.06, 0.09, 0.05, 0.08, 0.13, 0.07, 0.08, 0.07, 0.05, -0.06, -0.52, -0.04, -0.04, 0.08, 0.08, 0.07, 0.10, 0.07, 0.05, 0.09, 0.08, -0.05, -0.49, -0.02, -0.05, 0.07, 0.07, 0.06, 0.10, 0.06, 0.08, 0.07, 0.04, -0.05, -0.01, 0.04],
  "gap_ev": 10.301,
  "smiles": "C1CCOC1.CC(C)O.CC(C)O.CC(C)O.CC(C)O.CC(C)O.CC(C)O.O",
  "e_lumo_ev": 0.5,
  "e_homo_ev": -9.8,
  "total_charge": 0,
  "energy_ev": -40132.964
}

{
  "formula": "C4H5NO2",
  "method": "ωB97M-V/def2-TZVPD",
  "species": ["C", "C", "C", "O", "N", "C", "O", "H", "H", "H", "H", "H"],
  "positions_angstrom": [[1.353, -1.274, 0.400], [0.065, -0.592, 0.216], [-1.153, -0.318, -0.030], [-2.380, -0.567, -0.468], [-0.503, 0.817, 0.606], [0.005, 1.839, -0.230], [0.997, 1.741, -0.911], [2.143, -0.728, -0.121], [1.608, -1.330, 1.464], [1.297, -2.290, 0.000], [-2.975, 0.095, -0.087], [-0.551, 2.789, -0.122]],
  "forces_ev_per_angstrom": [[0.0309, -0.0186, -0.0144], [-0.1698, -0.1264, -0.1232], [0.3080, -0.1695, -0.0189], [0.0571, 0.1395, 0.1333], [-0.0067, 0.2250, 0.0226], [0.2867, 0.0471, -0.2153], [-0.4333, 0.0050, 0.3166], [-0.1117, -0.0879, 0.0740], [-0.0484, 0.0240, -0.1309], [-0.0172, 0.1334, 0.0525], [0.0481, -0.0848, -0.0606], [0.0563, -0.0866, -0.0357]],
  "lowdin_charge": [-0.03, -0.11, -0.30, 0.13, 0.07, -0.32, 0.06, 0.08, 0.09, 0.09, 0.13, 0.12],
  "relative_energy_kj_mol": 359.4,
  "gap_ev": 8.879,
  "smiles": "CC1=C(O)N1C=O",
  "e_lumo_ev": 0.5,
  "e_homo_ev": -8.4,
  "total_charge": 0,
  "energy_ev": -9810.590
}